# 1
# C21H36CsGeNO8S

C21H36CsGeNO8S as an isolated structure in a non-equilibrium geometry (the ωB97M-V functional and the def2-TZVPD basis, the OMol25 dataset).

Structure (XYZ):
```
69
Properties=species:S:1:pos:R:3:forces:R:3
Cs -0.713 -0.140 0.062 1.1 0.6 0.5
C 2.391 3.410 0.458 0.1 -0.1 0.0
C 2.762 1.982 0.072 0.1 0.0 0.3
C 4.088 1.957 -0.682 0.0 0.1 0.1
C 2.816 1.083 1.300 0.1 0.1 0.0
O 1.704 1.528 -0.768 0.1 0.2 -0.6
Ge 1.738 0.268 -2.025 -0.5 -0.3 0.3
O 1.467 -1.186 -1.001 1.4 -0.3 -0.9
C 1.429 -2.570 -1.383 -0.1 -0.2 0.0
C 1.585 -3.382 -0.100 0.1 0.2 -0.2
C 0.087 -2.913 -2.038 0.2 0.1 0.0
C 2.570 -2.856 -2.354 0.0 -0.1 0.1
O 0.053 0.470 -2.641 0.5 -0.2 -0.5
C -0.461 1.471 -3.507 -0.1 0.1 -0.2
C -0.731 2.742 -2.709 0.0 0.0 -0.1
C -1.767 0.907 -4.062 0.1 0.1 0.0
C 0.521 1.740 -4.644 -0.2 0.0 0.0
H 3.106 3.807 1.178 0.0 0.0 0.0
H 1.401 3.424 0.911 0.0 0.0 0.0
H 2.378 4.056 -0.419 0.0 0.1 -0.1
H 4.874 2.416 -0.082 0.0 0.0 0.0
H 4.003 2.504 -1.620 0.0 0.1 -0.1
H 4.388 0.933 -0.898 0.0 -0.2 0.0
H 3.645 1.356 1.953 0.0 0.0 0.1
H 2.933 0.040 1.021 0.1 -0.1 0.0
H 1.900 1.157 1.881 -0.1 0.0 0.1
H 0.805 -3.155 0.624 0.0 0.1 0.1
H 2.541 -3.170 0.373 0.1 0.0 0.1
H 1.535 -4.441 -0.353 0.0 -0.1 0.0
H -0.740 -2.819 -1.336 0.0 0.0 0.0
H 0.122 -3.944 -2.391 0.0 0.0 0.0
H -0.097 -2.253 -2.883 -0.1 0.1 -0.2
H 3.514 -2.519 -1.933 0.1 0.0 0.1
H 2.407 -2.344 -3.301 0.0 0.1 -0.2
H 2.640 -3.926 -2.555 0.0 0.0 0.0
H -1.475 2.555 -1.938 -0.1 0.0 0.1
H -1.103 3.531 -3.365 0.0 0.0 0.0
H 0.177 3.086 -2.221 0.1 0.1 0.0
H -2.452 0.682 -3.247 -0.1 0.0 0.1
H -1.578 -0.013 -4.613 0.0 -0.1 0.0
H -2.241 1.628 -4.728 0.0 0.0 0.0
H 1.430 2.202 -4.266 0.2 0.1 0.1
H 0.083 2.413 -5.381 0.0 0.0 0.0
H 0.786 0.807 -5.139 0.0 -0.1 -0.1
O 2.254 -1.045 3.784 1.1 0.3 0.2
C 1.071 -1.262 3.505 -0.3 0.7 0.5
O 0.552 -2.243 2.978 -0.6 -1.0 -0.8
C 0.100 -0.133 3.910 0.2 -0.1 0.0
C 0.217 0.544 5.119 0.2 0.0 0.1
C -0.712 1.515 5.438 0.0 0.1 0.1
C -1.735 1.795 4.547 0.0 0.0 -0.1
C -1.763 1.094 3.352 -0.3 0.1 0.1
N -0.863 0.163 3.050 -0.3 0.0 -0.2
C -2.901 1.305 2.341 0.2 0.1 0.3
O -3.935 1.825 2.758 -0.4 0.3 0.2
O -2.663 0.878 1.181 -1.2 0.9 0.5
H 1.037 0.293 5.776 0.1 0.0 0.0
H -0.648 2.046 6.380 0.0 0.0 0.1
H -2.507 2.519 4.751 -0.1 0.1 0.0
C -5.019 -2.699 0.217 0.2 0.2 0.1
S -3.830 -1.385 0.626 -0.7 -0.6 0.1
C -3.750 -1.713 2.394 -0.1 0.0 -0.2
O -2.529 -1.895 0.083 -1.1 -1.1 -0.2
H -4.672 -3.655 0.592 0.1 -0.2 0.1
H -5.095 -2.732 -0.864 0.0 0.0 -0.2
H -5.984 -2.443 0.641 -0.2 0.0 0.1
H -4.539 -1.159 2.892 -0.1 0.1 0.1
H -2.780 -1.355 2.722 0.2 0.1 0.0
H -3.826 -2.781 2.577 0.0 -0.1 0.0
```
Positions in Å, forces in eV/Å.

Summary:
Charge: -1
Frontier orbital gap (spin up / spin down) in eV: 6.5825 / 4.8614
Molecular weight in Da: 668.1
Maximum force in eV/Å: 1.697
<S²>: 0.76
HOMO energy (spin up / spin down) in eV: -4.76 / -4.76
Spin multiplicity: 2

Atomic partial charges in e from the Löwdin method, atoms 1 to 6: Cs 1.6171; C -0.0229; C -0.6834; C -0.0557; C -0.0188; O -0.3318



# 2
# C17H22CeCl2O4

C17H22CeCl2O4 as an isolated structure in a non-equilibrium geometry (the ωB97M-V functional and the def2-TZVPD basis, the OMol25 dataset).

Structure (XYZ):
```
46
Properties=species:S:1:pos:R:3:forces:R:3
C 0.433 -1.977 -1.426 1.0 0.9 0.7
C 1.186 -2.294 -0.235 -0.3 1.3 -1.1
C 2.266 -1.363 -0.138 -1.2 0.5 -0.7
C 0.965 -3.441 0.673 -0.2 -0.2 0.6
C 2.206 -0.483 -1.258 -1.2 -1.1 0.1
C 1.074 -0.845 -2.056 0.3 -0.5 1.5
C 0.666 -0.175 -3.312 -0.2 0.3 -0.4
C -0.742 -2.717 -1.949 -0.5 -0.3 0.0
C 3.231 -1.276 0.987 0.3 -0.1 0.3
C 3.118 0.648 -1.536 0.3 0.2 0.0
Ce -0.686 0.182 0.246 2.7 -1.7 -1.1
Cl 0.298 -2.188 4.094 0.1 0.1 0.1
Cl -2.105 -1.829 1.065 -0.5 0.0 0.1
O 0.986 1.502 0.268 -0.9 1.4 -0.1
H -0.036 -3.861 0.547 0.1 -0.1 -0.1
H 0.995 -3.122 1.729 0.2 -0.2 -0.2
H 1.729 -4.216 0.496 -0.2 0.0 0.1
H 2.769 -1.549 1.951 0.1 0.0 -0.3
H 3.632 -0.258 1.091 0.0 -0.2 0.0
H 4.068 -1.962 0.791 0.1 0.1 0.3
H 3.395 1.181 -0.619 0.0 -0.1 -0.1
H 2.643 1.381 -2.198 0.2 -0.1 0.0
H 4.034 0.271 -2.015 0.0 0.3 0.0
H 0.923 0.891 -3.269 0.0 -0.1 -0.1
H -0.421 -0.214 -3.446 0.2 -0.1 -0.1
H 1.163 -0.605 -4.200 -0.2 0.1 0.1
H -1.373 -3.066 -1.122 0.2 -0.1 -0.2
H -0.455 -3.588 -2.565 -0.1 0.2 0.0
H -1.388 -2.050 -2.534 0.1 -0.2 -0.1
H 0.782 2.465 0.364 0.3 -1.1 0.3
O -1.794 0.709 -1.466 -1.1 1.5 -1.1
H -2.224 1.347 -2.102 0.9 -1.3 1.2
O -0.156 3.171 2.485 -1.6 -0.5 0.0
C -1.249 2.597 2.403 0.3 -0.3 -0.4
O -1.505 1.446 1.847 0.6 0.7 0.1
C -2.540 3.178 2.923 -0.8 0.6 0.4
C -3.810 2.592 2.672 0.1 0.5 0.4
C -4.978 3.190 3.170 0.5 0.7 0.3
C -4.873 4.374 3.932 0.1 0.3 0.0
C -3.621 4.965 4.176 -0.3 -0.5 -0.3
C -2.474 4.358 3.661 -0.3 0.2 0.2
H -3.903 1.671 2.110 0.3 0.1 0.0
H -5.972 2.764 2.978 0.6 0.1 0.1
H -5.763 4.878 4.342 0.3 -0.4 -0.3
H -3.517 5.887 4.762 -0.2 -0.4 -0.2
H -1.508 4.814 3.852 0.0 -0.2 -0.1
```
Positions in Å, forces in eV/Å.

Summary:
Charge: -2
Frontier orbital gap in eV: 5.3990
Molecular weight in Da: 501.4
Maximum force in eV/Å: 3.426
HOMO energy in eV: -1.08
Spin multiplicity: 1

Atomic partial charges in e from the Löwdin method, atoms 1 to 6: C -0.3159; C -0.2787; C -0.2474; C -0.0932; C -0.2737; C -0.2846



# 3
# C4H3PS

One molecule with the formula C4H3PS in a non-equilibrium geometry (the ωB97M-V functional and the def2-TZVPD basis, the OMol25 dataset).

Structure (XYZ):
```
9
Properties=species:S:1:pos:R:3:forces:R:3
C 2.956 -1.357 -0.577 -0.6 0.6 0.3
C 2.697 -0.152 -0.285 1.6 -1.3 -1.0
C 0.035 -0.261 -0.428 -0.7 -1.4 -0.8
C 0.809 0.400 0.640 -4.7 2.2 2.5
P 1.242 -1.426 0.422 -0.6 -0.3 0.7
S 2.156 1.374 0.149 0.8 1.4 0.1
H -1.075 -0.352 -0.388 1.1 -0.1 0.6
H 0.345 -0.270 -1.451 0.3 0.8 -0.6
H -0.015 0.956 1.439 2.9 -1.9 -1.8
```
Positions in Å, forces in eV/Å.

Summary:
Frontier orbital gap in eV: 8.7042
Molecular weight in Da: 114.1
Maximum force in eV/Å: 5.798
SMILES string: C1=C2S[C@H]3C[P@@]=123
HOMO energy in eV: -8.55
Spin multiplicity: 1

Atomic partial charges in e from the Löwdin method, atoms 1 to 6: C -0.1800; C -0.7473; C -0.4021; C -0.8404; P 0.9595; S 0.8974



# 4
# C42H116N18O19

A 13-piece molecular cluster, C42H116N18O19 overall in a non-equilibrium geometry (the ωB97M-V functional and the def2-TZVPD basis, the OMol25 dataset).

Structure (XYZ):
```
195
Properties=species:S:1:pos:R:3:forces:R:3
C -9.265 14.493 -26.380 -0.4 1.0 -2.6
O -8.530 13.913 -27.149 1.3 -0.6 0.2
N -9.302 15.815 -26.249 0.3 3.0 0.5
N -10.329 13.905 -25.869 -1.1 -3.0 1.5
H -8.937 16.365 -27.013 0.2 -0.2 0.3
H -10.125 16.193 -25.803 0.3 0.2 -0.1
H -10.064 12.930 -25.839 -1.1 -0.4 0.4
H -11.019 14.275 -25.230 0.5 0.0 0.0
C -4.269 1.789 -25.581 2.7 1.1 -0.6
O -3.162 2.138 -25.261 2.6 0.5 -0.5
N -5.143 1.716 -24.637 -4.1 -0.6 2.9
N -4.686 1.587 -26.824 -1.0 -0.6 -1.3
H -4.900 2.193 -23.781 -0.2 -0.5 -0.1
H -5.999 1.192 -24.751 0.1 0.4 0.4
H -5.691 1.508 -26.890 0.4 -0.2 -1.0
H -4.008 1.468 -27.563 -0.5 0.1 0.1
C -13.118 16.837 -14.702 -2.6 -2.4 -1.9
O -13.583 17.163 -15.750 0.0 2.3 -2.9
N -13.282 15.636 -14.269 -0.7 -6.3 2.6
N -12.619 17.525 -13.760 2.6 6.7 2.0
H -13.913 14.978 -14.704 0.2 0.4 -0.2
H -13.370 15.688 -13.264 -0.1 -1.2 -0.1
H -12.284 17.309 -12.832 -0.1 -0.1 -0.7
H -12.621 18.462 -14.138 0.6 0.7 1.2
C -0.488 9.369 -23.173 -0.5 -0.4 2.1
O -0.224 8.887 -22.107 1.4 -0.4 1.4
N -1.036 8.773 -24.174 -2.5 -3.9 -3.8
N -0.448 10.620 -23.573 1.5 6.0 0.8
H -1.541 9.450 -24.728 -0.1 -1.5 -0.8
H -1.339 7.811 -24.119 -0.1 0.3 0.1
H -1.202 10.978 -24.141 0.5 0.1 0.2
H -0.043 11.322 -22.969 -0.2 -0.2 0.1
C -8.478 9.070 -34.214 0.0 0.0 -1.2
O -9.432 8.534 -33.772 -2.8 -2.3 1.5
N -7.947 10.136 -33.655 1.7 2.7 1.6
N -7.876 8.738 -35.358 1.8 -0.4 -2.5
H -8.118 10.271 -32.668 -0.1 0.3 -0.4
H -7.403 10.790 -34.198 0.0 -0.1 0.5
H -8.132 7.979 -35.973 -0.4 0.2 0.6
H -6.976 9.154 -35.547 -0.2 -0.3 -0.1
C -4.903 3.259 -17.228 -1.0 -3.2 2.6
O -3.969 2.550 -17.338 4.1 -2.5 -0.3
N -5.122 4.250 -17.963 -0.2 6.8 -5.3
N -5.886 2.964 -16.395 -2.2 -0.2 1.9
H -4.358 4.502 -18.572 -0.1 -0.1 0.0
H -5.809 4.987 -17.893 0.0 -0.5 0.4
H -5.705 2.222 -15.735 -0.5 0.4 -0.1
H -6.655 3.619 -16.372 -0.1 -0.7 0.7
C 4.765 12.328 -15.568 -0.8 -0.5 -1.0
O 3.858 11.533 -16.376 0.0 0.4 0.7
C 3.208 10.448 -15.732 0.0 0.1 1.4
C 2.106 10.776 -14.663 -0.6 -0.5 -1.1
N 0.709 10.662 -15.192 1.1 0.2 1.5
C -0.229 11.743 -14.834 1.4 -0.6 -0.9
C -1.634 11.470 -15.250 -0.9 -0.8 -0.1
O -2.166 12.492 -16.047 -0.3 0.8 -0.1
C -2.613 13.602 -15.256 0.1 -0.9 -0.1
H 5.143 13.045 -16.298 0.2 0.0 0.3
H 5.570 11.731 -15.141 0.1 -0.2 -0.1
H 4.282 12.869 -14.754 -0.3 0.0 0.0
H 3.932 9.875 -15.152 0.5 -0.1 -0.1
H 2.846 9.775 -16.510 -0.2 0.2 -0.1
H 2.349 11.739 -14.212 -0.3 0.3 -0.2
H 2.184 10.047 -13.857 0.3 -0.1 0.1
H 0.768 10.287 -16.128 -0.8 0.7 -0.2
H 0.117 12.660 -15.311 -0.2 0.5 0.2
H -0.350 11.887 -13.761 1.2 -0.1 0.2
H -2.182 11.306 -14.322 -0.7 0.5 0.2
H -1.802 10.501 -15.721 0.5 0.1 -0.7
H -3.381 13.169 -14.614 -0.5 0.6 0.1
H -2.951 14.415 -15.899 -0.3 -0.4 -0.1
H -1.852 14.030 -14.603 0.4 -0.2 0.0
C -20.361 2.925 -23.522 -0.8 0.2 1.0
O -20.638 1.570 -23.769 0.0 -1.0 1.3
C -20.838 0.900 -22.507 -0.7 -1.3 0.3
C -21.228 -0.608 -22.663 3.2 0.5 -2.6
N -20.107 -1.184 -23.519 -0.5 3.1 0.2
C -20.238 -2.550 -23.749 -1.6 0.4 -0.2
C -19.110 -3.232 -24.385 2.6 -2.5 -0.7
O -18.466 -2.658 -25.500 0.2 2.4 -0.5
C -17.166 -3.122 -25.794 0.1 -1.0 0.8
H -20.221 3.478 -24.451 0.2 -0.3 0.2
H -19.588 3.062 -22.766 0.9 -0.1 -0.5
H -21.189 3.348 -22.952 -0.7 0.4 -0.4
H -21.605 1.367 -21.888 -0.4 0.5 -0.3
H -19.975 0.891 -21.842 0.7 0.4 -0.4
H -22.151 -0.693 -23.237 -0.2 -0.3 0.3
H -21.132 -1.252 -21.789 -1.0 0.7 0.8
H -19.204 -0.771 -23.336 0.0 -0.3 0.1
H -21.158 -2.554 -24.334 -0.2 -1.0 -0.2
H -20.417 -3.012 -22.778 -0.2 -1.1 0.1
H -19.267 -4.256 -24.723 -1.4 -0.4 0.1
H -18.402 -3.515 -23.606 0.8 0.8 0.4
H -17.264 -4.083 -26.299 0.3 -0.4 0.2
H -16.562 -3.190 -24.889 -0.2 -0.6 0.5
H -16.458 -2.552 -26.395 -1.2 1.0 -0.6
C -10.372 9.732 -20.907 0.0 -1.2 -0.4
O -9.869 8.648 -21.678 -0.5 -0.8 0.6
C -8.906 8.990 -22.652 -1.7 -1.1 0.7
C -8.901 7.904 -23.745 -0.5 1.4 -1.7
N -10.097 8.031 -24.673 1.3 0.3 2.5
C -10.205 7.017 -25.665 -1.6 0.5 -2.5
C -11.216 5.878 -25.449 0.4 1.4 0.7
O -12.496 6.369 -24.971 1.6 -0.7 0.3
C -13.547 5.483 -25.333 0.3 0.7 0.0
H -11.364 9.968 -21.292 -0.1 0.4 0.1
H -9.693 10.583 -20.965 -0.1 0.1 0.4
H -10.480 9.300 -19.912 0.0 0.6 0.2
H -7.965 9.106 -22.113 0.5 0.1 -0.5
H -9.316 9.937 -23.003 0.9 0.2 -1.1
H -8.782 6.834 -23.580 0.4 0.2 1.3
H -8.031 8.245 -24.306 0.1 -0.4 -0.6
H -10.922 7.852 -24.119 -0.2 0.6 0.6
H -9.293 6.604 -26.096 0.3 0.0 0.5
H -10.641 7.600 -26.476 0.0 -0.2 -0.8
H -10.709 5.289 -24.685 -0.7 -1.1 0.0
H -11.350 5.442 -26.439 0.1 -0.7 0.2
H -14.369 5.690 -24.648 -0.3 0.3 -0.6
H -13.364 4.414 -25.223 0.6 -0.1 0.1
H -13.677 5.725 -26.388 -1.1 -0.4 -0.1
C -10.029 10.710 -3.793 0.6 0.3 0.7
O -9.003 9.826 -4.225 0.2 0.6 0.0
C -7.790 9.924 -3.465 -0.4 -0.5 0.2
C -6.904 8.809 -3.895 1.2 0.0 -1.6
N -6.404 9.070 -5.272 -0.8 -0.5 -0.2
C -5.846 7.864 -5.963 0.6 2.1 0.6
C -5.755 8.214 -7.455 -1.8 0.4 0.3
O -7.132 8.552 -7.842 0.2 -1.2 -2.2
C -7.465 8.078 -9.202 -0.3 0.2 1.0
H -10.961 10.645 -4.356 0.3 -0.7 -0.1
H -9.743 11.760 -3.860 0.4 0.2 -0.1
H -10.185 10.507 -2.734 -0.5 0.0 0.1
H -7.911 9.750 -2.396 -0.8 0.2 0.3
H -7.236 10.860 -3.542 -0.4 0.4 -0.5
H -7.475 7.882 -3.944 0.0 -0.3 0.7
H -6.046 8.794 -3.222 -0.1 -0.5 0.2
H -7.284 9.169 -5.757 -0.2 0.7 -0.4
H -6.491 7.020 -5.719 0.3 -0.5 -0.4
H -4.842 7.827 -5.540 0.2 -0.9 -0.1
H -5.346 7.427 -8.090 -0.1 -0.2 0.2
H -5.221 9.148 -7.630 0.5 -0.2 0.3
H -7.933 7.093 -9.199 0.4 -0.4 0.5
H -6.613 8.060 -9.881 0.2 0.1 0.2
H -8.262 8.659 -9.667 0.2 0.7 0.4
C -17.151 -8.372 -17.582 -1.3 -1.2 0.9
O -16.364 -7.241 -17.543 0.1 0.4 0.7
C -16.930 -6.261 -16.603 3.4 0.9 -2.6
C -15.783 -5.145 -16.648 -2.0 1.1 1.2
N -15.737 -4.365 -17.894 -2.0 -1.4 0.7
C -14.580 -3.472 -17.958 -1.3 -0.8 -0.8
C -14.548 -2.839 -19.394 1.3 0.3 -0.2
O -13.250 -2.404 -19.877 -0.3 -0.8 -0.5
C -12.751 -1.282 -19.188 -1.2 -0.3 0.9
H -17.306 -8.769 -16.579 0.4 -0.3 0.5
H -16.782 -9.213 -18.169 0.4 0.5 -0.3
H -18.193 -8.181 -17.839 -0.2 0.4 -0.8
H -17.004 -6.630 -15.581 -0.4 -0.2 -0.2
H -17.818 -5.936 -17.145 -0.4 0.4 0.9
H -14.802 -5.574 -16.443 0.0 -0.4 0.3
H -16.050 -4.443 -15.858 0.3 0.0 0.5
H -15.720 -5.213 -18.442 0.7 0.6 -1.9
H -13.819 -4.173 -17.615 1.5 1.0 -0.5
H -14.778 -2.688 -17.226 0.3 -0.1 0.2
H -15.204 -1.976 -19.509 -0.3 0.2 0.8
H -14.965 -3.514 -20.141 0.5 -0.5 0.1
H -13.489 -0.481 -19.242 -0.1 0.4 0.0
H -11.800 -0.881 -19.538 0.0 -0.6 -0.3
H -12.710 -1.593 -18.145 0.6 0.5 0.4
C -11.417 -3.436 -43.942 0.9 -0.4 0.4
O -12.450 -3.605 -42.990 -0.4 -0.5 -1.1
C -12.237 -3.345 -41.628 -0.8 2.2 -0.3
C -13.122 -2.107 -41.267 0.2 0.3 0.0
N -13.355 -2.052 -39.852 0.2 0.7 0.5
C -14.215 -0.880 -39.565 0.8 -1.1 1.8
C -14.192 -0.630 -38.006 -0.1 0.4 -0.8
O -14.921 0.527 -37.817 -1.0 1.1 -1.9
C -15.017 0.985 -36.546 -0.1 -0.8 2.0
H -10.989 -2.444 -44.079 -0.5 0.6 0.5
H -11.730 -3.739 -44.941 -0.5 -0.2 0.3
H -10.557 -4.049 -43.674 0.1 -0.3 0.0
H -11.192 -3.129 -41.408 0.1 0.0 0.1
H -12.578 -4.147 -40.973 0.1 -0.5 -0.4
H -14.135 -2.070 -41.668 0.0 -0.9 -1.3
H -12.739 -1.126 -41.548 0.8 -0.2 -0.4
H -13.828 -2.932 -39.701 -0.5 0.1 0.9
H -15.198 -0.952 -40.030 -0.6 -0.4 0.5
H -13.840 0.008 -40.075 0.7 0.0 0.3
H -13.188 -0.467 -37.613 0.6 -0.1 -0.5
H -14.601 -1.359 -37.306 -0.3 -1.0 -0.6
H -15.388 0.220 -35.864 -0.8 -0.6 0.1
H -15.730 1.806 -36.472 0.6 0.3 -0.1
H -14.038 1.087 -36.078 0.4 1.2 -0.1
O -3.219 11.443 -28.243 0.1 -0.2 0.1
H -2.776 12.138 -28.729 0.1 0.2 -0.1
H -4.142 11.696 -28.249 -0.3 0.0 0.0
```
Positions in Å, forces in eV/Å.

Summary:
Frontier orbital gap in eV: 8.4637
Molecular weight in Da: 1177.5
Maximum force in eV/Å: 8.602
HOMO energy in eV: -8.08
Spin multiplicity: 1

Atomic partial charges in e from the Löwdin method, atoms 1 to 6: C -0.7702; O 0.0338; N 0.1473; N 0.1532; H 0.1132; H 0.0982



# 5
# C2H7N3

One molecule with the formula C2H7N3 in a non-equilibrium geometry (the ωB97M-V functional and the def2-TZVPD basis, the OMol25 dataset).

Structure (XYZ):
```
12
Properties=species:S:1:pos:R:3:forces:R:3
C 2.385 0.271 0.001 -0.7 1.2 -1.4
C 0.064 0.091 -0.067 1.1 0.6 0.2
H 2.912 0.040 -1.018 -0.7 0.5 2.0
H 3.046 0.115 0.863 -0.1 -0.3 -0.4
H 2.071 1.387 0.030 0.8 -1.4 -0.3
H -0.068 1.207 -0.190 0.5 -0.9 0.0
H -1.316 -1.482 0.166 0.5 1.6 -0.4
H -3.022 0.254 -0.601 0.1 -0.3 0.1
H -2.526 0.478 1.007 -0.4 0.0 -0.3
N 1.166 -0.540 0.098 -0.6 0.6 -0.2
N -1.168 -0.477 -0.109 -1.4 -1.5 0.1
N -2.254 0.421 0.030 0.8 -0.1 0.6
```
Positions in Å, forces in eV/Å.

Summary:
Frontier orbital gap in eV: 9.7922
Molecular weight in Da: 73.1
Maximum force in eV/Å: 2.197
SMILES string: C/N=C/NN
HOMO energy in eV: -8.68
Spin multiplicity: 1

Atomic partial charges in e from the Löwdin method, atoms 1 to 6: C -0.1772; C -0.3054; H 0.0949; H 0.0532; H 0.0755; H 0.1319



> Which of these has the lowest maximum force?

C21H36CsGeNO8S



> Which formula does entry 2 have?

C17H22CeCl2O4



> Which value of molecular weight does entry 4 give?

1177.5 Da



> Which formula does entry 2 have?

C17H22CeCl2O4